[1]
Below is C39H43As2ClPdSi2 as an isolated structure, with properties calculated with ωB97M-V with the def2-TZVPD basis set.

Structure (ORCA input):
```
! RIJCOSX wB97M-V def2-TZVPD def2/J DEFGRID3
* xyz 2 5
H 2.494 -2.100 2.487
C 4.581 -1.277 0.592
H 0.621 -2.940 -3.293
C 1.269 -0.857 -3.449
H 5.321 -0.617 0.129
C 1.322 3.371 -4.509
H -2.483 -0.007 -4.163
H 3.392 -3.579 -7.243
Pd -1.189 -1.250 -2.086
C 0.713 1.609 -8.327
H 4.824 -2.322 0.385
C 2.437 3.532 0.537
H -0.170 2.123 2.611
C 1.771 3.803 -5.763
C 0.275 -1.913 -3.340
C -1.129 -1.597 0.296
H -2.406 2.805 -7.675
C 0.152 3.948 -3.978
H 1.705 -4.543 -8.813
C 0.884 0.537 -3.395
C -1.499 -0.310 -3.851
C -1.585 -2.804 -0.302
H 1.860 4.393 0.890
C -2.059 -0.560 -0.016
H -3.998 -0.615 -1.144
H -0.979 2.861 -1.091
Si 2.263 2.057 -3.550
H -3.435 -3.250 -1.495
H 2.316 -1.136 -3.562
C 0.867 0.812 -7.189
H -1.649 -2.536 -4.409
H 3.052 3.788 -0.332
H 1.828 0.309 -7.052
C 1.411 -3.786 -8.083
H -0.998 1.618 -3.055
H -0.664 -3.758 -8.697
C 1.134 0.867 1.435
C 1.978 -2.285 -6.250
C 1.894 -1.189 2.494
H -0.251 -1.483 0.935
C -0.618 4.828 -4.743
H 4.516 -1.081 1.669
H 1.143 -1.539 4.488
C -1.336 1.402 -6.441
Si -0.008 -0.639 -4.785
C 1.137 -0.865 3.632
H 1.359 4.995 -7.514
C 0.395 1.188 2.574
H -1.227 2.469 0.645
H -0.171 3.701 -2.961
C 2.199 -2.686 -0.399
H -1.103 -3.776 -0.209
H 2.963 2.750 -2.617
C -3.110 -1.136 -0.795
C 0.391 0.313 3.670
H 2.749 -1.874 -5.594
H 1.551 -2.916 0.451
As 2.868 -0.847 -0.270
C -1.491 2.223 -7.569
H -1.333 -2.051 -7.034
C 0.083 -3.351 -8.016
H 3.074 -3.346 -0.418
H -0.791 5.886 -6.622
H -1.561 5.210 -4.343
H 1.597 1.599 -1.347
C -0.297 -2.393 -7.061
C 2.355 -3.250 -7.202
H 3.044 3.102 1.341
H -0.460 4.031 0.180
C -1.069 -1.744 -3.984
C 1.018 4.710 -6.516
C -0.187 5.209 -6.017
H -2.149 1.382 -5.714
H -0.611 2.938 -9.408
C 1.881 -0.340 1.389
Cl 3.720 1.227 -4.773
H -0.197 0.572 4.551
H -2.004 0.466 0.344
C -0.185 0.629 -6.294
H 1.531 1.694 -9.040
C -0.483 2.308 -8.527
C -2.811 -2.522 -0.976
C 0.654 -1.860 -6.202
H 1.635 -2.765 -1.335
C -0.553 0.645 -3.262
As 1.165 2.187 0.014
H 2.697 3.403 -6.177
C -0.582 2.974 -0.079
*
```

Calculated values
HOMO energy (alpha / beta) in eV: -11.532 / -12.598
Lowest unoccupied orbital energy (alpha / beta) in eV: -5.218 / -8.270

Results of the Mulliken charge analysis, in e, for atoms 1 through 4: H 0.51; C -1.18; H 0.93; C -1.16

=====

[2]
Below is C39H44As2Cl2IrN2O12SSe as an isolated structure, with properties calculated with ωB97M-V with the def2-TZVPD basis set.

Structure (ORCA input):
```
! RIJCOSX wB97M-V def2-TZVPD def2/J DEFGRID3
* xyz 2 2
H -3.175 -1.116 -0.865
C 1.527 1.285 3.487
H 0.618 -7.069 3.356
C -0.210 -5.338 0.574
H 2.907 -2.945 -0.283
H -1.689 2.191 7.333
H -1.746 4.760 0.231
H -0.866 2.484 -1.342
H -3.297 3.795 1.945
H -3.957 -1.054 -3.042
C -2.207 -0.660 -1.111
C 1.246 1.026 4.785
H 1.374 -8.022 -0.746
H 1.896 -4.092 -1.186
H 1.579 -8.582 1.655
H 4.433 -1.331 -1.879
H 2.554 -0.110 -2.942
O -2.648 -1.254 5.304
C -0.814 0.325 -2.891
H 3.644 5.443 -0.475
H 4.484 -3.820 -1.946
H 2.157 -1.874 7.365
H -4.018 -2.664 5.812
C 2.586 -1.196 -2.987
H -0.704 0.706 7.438
C -3.059 -0.556 -3.385
Se -1.110 -3.755 0.003
H 2.377 5.407 4.612
H -0.536 -4.996 2.669
H 4.594 -1.778 -3.577
C 1.630 2.708 3.027
H 1.075 -2.795 6.298
H 2.215 -1.876 3.345
C 1.663 4.648 -0.699
C 2.234 4.880 3.675
O -3.208 0.926 5.458
S 1.447 -1.820 -1.727
N 1.488 2.284 -0.766
O 2.659 -0.840 5.124
C -1.518 2.957 1.109
C 1.621 -0.296 5.403
H 2.164 -1.518 -3.942
C -0.740 0.731 -4.237
O -1.451 -0.471 -0.145
H -4.566 -0.601 1.903
H 1.176 5.614 -0.733
H 3.228 1.183 -0.688
C 1.979 -1.655 2.313
H 4.707 3.183 -0.534
C -0.109 -5.655 1.925
O 1.554 3.081 1.880
C 0.967 -7.357 0.005
H -2.540 2.524 2.931
C 3.040 4.550 -0.573
C -2.013 -0.290 -2.476
C 1.078 -7.673 1.352
As -0.393 2.000 5.224
H -1.816 4.134 2.851
C -0.723 1.742 7.117
H 0.432 -2.071 7.800
Cl -4.172 -0.513 -5.841
H 2.886 -1.407 1.765
C -2.350 3.373 2.281
H 0.050 2.306 7.640
H 1.406 5.309 3.114
C 0.541 -6.821 2.306
Cl 0.676 1.567 -4.780
C 2.824 2.187 -0.693
H 3.140 4.920 3.075
C -2.468 0.040 5.101
C 3.618 -3.283 -2.328
O -2.791 -1.463 2.275
C -1.535 -1.497 2.676
H 0.243 -5.947 -1.442
O 0.218 0.461 -2.102
C 1.142 -1.956 6.988
H -0.842 4.161 -1.862
C -1.190 0.351 4.381
Ir 0.353 0.626 -0.043
C -0.580 3.489 -1.047
H -1.674 0.790 -6.149
O -0.865 -2.490 2.496
C -2.925 -0.188 -4.695
C -0.791 -0.333 3.307
C -3.573 -0.262 2.180
H -3.578 -1.548 7.135
C 2.519 -3.201 -1.269
H -4.656 -0.990 5.834
N -1.359 3.835 0.126
C 0.331 -6.187 -0.388
O 0.761 -0.737 6.311
C 0.916 3.495 -0.811
H 3.253 -3.827 -3.202
H 1.448 -2.466 1.823
C -3.815 -1.633 6.077
As 0.886 -0.084 2.229
H -3.636 0.279 3.117
C 3.635 3.299 -0.601
O 1.648 -0.877 -0.465
O 1.950 3.518 4.037
C -1.764 0.476 -5.118
C 3.939 -1.841 -2.710
H -3.160 0.377 1.402
O -0.991 1.819 1.097
*
```

Calculated values
HOMO energy (alpha / beta) in eV: -12.135 / -11.940
Lowest unoccupied orbital energy (alpha / beta) in eV: -5.771 / -5.835

Results of the Mulliken charge analysis, in e, for atoms 1 through 4: H 0.19; C 0.72; H 0.41; C 0.36

=====

E_tot readings, ordered: -194550.14670 -294433.45448 eV
Max |F| readings, ordered: 15.1 2.1 eV Å⁻¹